(1)
A cluster of 3 separate species, C4H2N4O5 in total in a non-equilibrium geometry, computed with ωB97M-V with the def2-TZVPD basis set.

```
15
Properties=species:S:1:pos:R:3:forces:R:3:mulliken_charge:R:1
C 0.1365 1.4988 -0.6049 -1.5 1.6 -1.2 -0.06
C -1.1012 -0.5668 2.9145 0.1 -0.6 -2.1 -0.14
C 3.5791 -1.4156 -3.0263 0.0 -0.4 0.7 0.60
C 4.1051 0.4227 2.2349 0.0 0.3 -0.2 0.71
N 1.3055 3.4063 0.3314 -0.5 0.2 0.1 -0.54
N -1.0661 -0.1447 0.5629 -3.5 -0.3 -2.2 -0.96
N 0.6161 2.5932 -0.0505 1.2 -0.8 0.5 0.50
N -1.1694 -0.2745 1.7725 2.6 0.5 1.4 0.59
O 4.1096 -0.5448 -2.5715 2.6 4.8 1.5 -0.30
O 4.8981 0.2104 1.4376 1.1 -0.5 -1.0 -0.35
O 3.0652 -2.3683 -3.3054 -2.6 -4.3 -2.2 -0.30
O 3.3068 0.6878 3.0123 -1.1 0.2 1.2 -0.36
O 0.1316 0.2990 -0.0785 2.4 -1.6 2.7 -0.13
H -0.6091 1.6690 -1.3418 -0.4 0.5 -0.7 0.36
H -1.2748 -0.4439 3.9210 -0.5 0.5 1.5 0.37
```
Positions in Å, forces in eV/Å.

- total energy (eV) = -20371.4882
- orbital gap (eV) = 8.5
- LUMO energy (eV) = 0.078
- highest occupied orbital energy (eV) = -8.4510



(2)
A structure of composition C8H24N4O2SZr in a non-equilibrium geometry, computed with ωB97M-V with the def2-TZVPD basis set.

```
40
Properties=species:S:1:pos:R:3:forces:R:3:mulliken_charge:R:1
Zr 0.1726 -0.1113 -0.2012 1.0 -0.1 0.7 0.95
N 0.1235 -1.7251 -1.7112 0.2 -0.9 -0.8 -0.64
C -1.3520 -1.8935 -1.8816 -0.8 0.1 -0.4 -0.24
C -1.9089 -0.5602 -2.4080 -0.3 -0.8 -0.4 -0.72
N -1.3822 0.5984 -1.6091 -0.1 0.5 -0.8 -0.31
C -2.4036 1.2926 -0.7666 -0.7 0.4 0.7 -0.67
C -2.4685 0.6864 0.6390 -0.7 0.1 -0.4 -0.48
N -1.1371 0.8481 1.3115 -0.6 0.8 0.9 -0.45
H 0.5486 -2.6244 -1.4276 -0.1 0.3 -0.1 0.32
H 0.5294 -1.5611 -2.6536 0.0 0.0 0.5 0.36
H -1.6002 -2.6802 -2.6136 0.1 0.1 0.4 0.55
H -1.8096 -2.1829 -0.9159 0.2 0.0 -0.2 0.14
H -1.6023 -0.4458 -3.4560 0.0 0.1 0.2 0.47
H -3.0080 -0.5846 -2.4070 0.3 0.1 0.1 0.35
H -1.0589 1.3017 -2.2899 0.0 -0.3 0.2 0.38
H -2.1390 2.3585 -0.6925 0.0 -0.3 -0.1 0.39
H -3.4010 1.2409 -1.2252 0.3 0.0 0.0 0.46
H -3.2653 1.1946 1.2074 0.3 -0.3 -0.1 0.56
H -2.7117 -0.3907 0.6060 0.0 0.3 0.1 0.27
H -0.9712 1.8708 1.3907 0.1 -0.5 0.0 0.37
H -1.2507 0.5441 2.2938 0.3 0.0 -0.4 0.32
C 0.6507 -1.3664 3.1576 0.2 0.0 0.1 -0.96
S 0.6705 -2.1008 1.4837 -0.4 0.0 0.4 0.21
C -0.5140 -3.4758 1.6888 -0.2 -0.2 -0.2 -0.94
H -0.3686 -1.3010 3.5383 0.0 0.1 -0.1 0.34
H 1.1468 -0.3924 3.1127 -0.1 -0.1 0.1 0.39
H 1.2235 -2.0190 3.8233 0.0 0.0 -0.2 0.44
H -0.2408 -4.0140 2.5985 0.2 0.1 0.0 0.43
H -0.3969 -4.1660 0.8548 0.0 0.0 -0.1 0.42
H -1.5419 -3.1289 1.7698 0.0 0.1 0.0 0.34
N 3.5502 3.6039 -0.4361 0.0 0.5 -0.1 -0.25
C 3.5466 2.1326 -0.2233 0.2 -1.0 0.2 -0.63
C 2.2102 1.4156 -0.3136 0.1 1.4 -0.1 1.21
O 2.1946 0.1469 -0.3689 0.9 -0.9 -0.1 -0.57
O 1.0817 1.9775 -0.2771 -0.1 0.1 0.0 -0.77
H 4.0468 4.0978 0.3274 -0.2 -0.1 -0.2 0.41
H 2.6031 4.0086 -0.4953 0.2 0.0 0.0 0.36
H 4.0592 3.8580 -1.3013 -0.2 0.0 0.2 0.41
H 3.9245 1.9014 0.7834 0.0 0.1 -0.1 0.37
H 4.2499 1.6458 -0.9120 -0.2 0.1 0.1 0.42
```
Positions in Å, forces in eV/Å.

- total energy (eV) = -30817.0093
- net charge = +4
- orbital gap (eV) = 8.5
- LUMO energy (eV) = -14.843
- highest occupied orbital energy (eV) = -23.3063



(3)
A cluster of 2 separate species, C7H12O in total in a non-equilibrium geometry, computed with ωB97M-V with the def2-TZVPD basis set.

```
20
Properties=species:S:1:pos:R:3:forces:R:3:mulliken_charge:R:1
C -2.9273 0.7823 2.0274 -1.6 1.4 0.6 -0.58
C -1.8981 1.3485 1.4454 1.3 -0.3 -2.4 -0.31
C -0.8196 0.4393 0.7707 -0.8 2.5 2.0 -0.42
C 0.2853 0.2340 1.4839 0.6 -0.7 -1.0 -0.19
C 1.2970 -0.7374 0.8968 1.8 -1.2 4.2 -0.42
C 1.9427 -0.6675 -0.4286 1.1 0.6 0.2 -0.10
C 2.0151 0.5186 -1.0516 1.5 -1.7 -1.8 -0.79
H -2.9216 -0.2595 2.1367 -0.1 -1.4 0.1 0.30
H -3.8575 1.2783 2.3934 1.1 -0.1 -0.2 0.25
H -1.7649 2.4217 1.2032 -0.5 -0.6 0.5 0.28
H -0.9330 0.1773 -0.2940 0.1 -0.1 0.7 0.28
H 0.4517 0.5562 2.5429 -0.5 -0.1 -1.2 0.32
H 0.7474 -1.6406 0.8827 -0.6 -1.4 0.0 0.32
H 2.0723 -1.0107 1.8490 -1.4 0.8 -2.8 0.23
H 2.4596 -1.6654 -0.7063 -1.1 2.0 -0.2 0.25
H 2.5387 0.5624 -2.0444 -0.6 0.2 1.1 0.26
H 1.6898 1.4378 -0.6056 -0.4 0.1 0.1 0.32
O 0.1524 -1.3855 -3.8520 -5.6 0.9 -1.0 -0.64
H -0.2171 -0.9153 -3.0619 1.2 -0.5 -0.4 0.29
H -0.8557 -1.3652 -4.3437 4.4 -0.4 1.4 0.35
```
Positions in Å, forces in eV/Å.

- total energy (eV) = -9497.0785
- orbital gap (eV) = 9.8
- LUMO energy (eV) = 0.626
- highest occupied orbital energy (eV) = -9.2060
- SMILES = C=C/C=C/CC=C.O



(4)
A structure of composition C4H12NO3 in a non-equilibrium geometry, computed with ωB97M-V with the def2-TZVPD basis set.

```
20
Properties=species:S:1:pos:R:3:forces:R:3:mulliken_charge:R:1
C -0.5887 -0.6425 1.7203 -0.3 1.4 -1.8 -1.29
C 0.2697 -0.8557 0.4446 -0.8 -0.6 -1.1 0.43
C 0.2315 -2.4028 0.0383 -2.7 2.0 4.0 -0.76
O -1.1668 -2.8582 0.1873 1.9 -1.3 1.2 -0.58
N -0.3219 -0.0973 -0.7539 1.4 -0.2 -0.9 -0.49
C -0.5570 1.4218 -0.6493 4.5 -0.1 0.0 -0.62
O 0.4600 2.0911 0.0682 0.2 -0.4 -1.0 -0.80
H -1.5229 -0.1547 1.3325 0.8 -0.1 0.7 0.28
H -0.0903 0.0065 2.4396 -0.2 -0.1 0.0 0.29
H -0.9437 -1.5611 2.1131 0.1 -0.9 0.7 0.42
H 1.3166 -0.5991 0.5909 0.1 0.3 0.2 0.31
H 0.4088 -2.5221 -0.9377 1.5 -0.4 -3.7 0.45
H 0.8774 -3.0152 0.6911 -0.5 0.2 -0.3 0.32
H -1.6728 -2.3695 -0.4280 -0.7 1.1 -1.1 0.32
H 0.4283 -0.2025 -1.5140 -1.4 0.3 1.4 0.25
H -0.6067 1.8825 -1.6748 -0.4 -0.9 0.6 0.33
H -1.3461 1.6417 -0.0486 -3.3 -0.1 1.1 0.32
H 1.1453 2.7449 -0.8002 0.0 0.2 -0.4 0.48
H 2.0185 4.0853 -1.1561 1.0 1.9 1.3 0.21
O 1.6608 3.4069 -1.6632 -1.2 -2.3 -0.7 -0.87
```
Positions in Å, forces in eV/Å.

- total energy (eV) = -11974.2966
- net charge = -1
- orbital gap (eV) = 7.4
- LUMO energy (eV) = 3.591
- highest occupied orbital energy (eV) = -3.8574